# C4H4N2S

The molecule C4H4N2S (ωB97M-V with the def2-TZVPD basis set, the OMol25 dataset).

The geometry in XYZ format:
```
11
Properties=species:S:1:pos:R:3:nbo_charge:R:1
C 0.2534 0.3766 -2.0025 0.1776
C 0.8960 -0.4775 1.6038 -0.0389
C -0.8829 0.5799 0.2386 -0.3121
C -0.5872 -0.0784 -1.0543 -0.0392
N 0.7334 0.7974 -2.9640 -0.1789
N 0.1532 0.4927 1.3173 -0.3882
S 1.3070 -1.9668 0.7720 -0.1387
H 1.4250 -0.4677 2.4605 0.2267
H -0.8527 1.6295 0.1128 0.2295
H -1.7578 0.1957 0.5752 0.2237
H -0.6874 -1.0814 -1.0596 0.2386
```

Properties
Gap between HOMO and LUMO (alpha / beta) ... 5.351 / 5.342 eV
HOMO (alpha / beta) ... -8.95 / -8.97 eV



# C12H37NaO17P4

A structure of composition C12H37NaO17P4 (ωB97M-V with the def2-TZVPD basis set, the OMol25 dataset).

The geometry in XYZ format:
```
71
Properties=species:S:1:pos:R:3:lowdin_charge:R:1
Na -1.0164 16.1191 19.7819 0.2739
O -0.4094 15.3822 21.9791 -0.5436
H 0.3920 15.3983 21.4203 -0.1627
C -1.8572 11.5878 15.6766 -0.1107
O -2.1117 12.9194 16.0247 -0.2229
P -2.3672 13.3935 17.5699 0.5572
O -2.2810 14.9051 17.7561 -0.2398
O -3.8756 12.8379 17.8491 -0.2081
C -4.4497 12.8131 19.1269 -0.1254
O -1.4118 12.3836 18.3970 -0.2283
C -1.3410 12.6041 19.7685 -0.1264
H -2.3847 11.2284 14.7931 0.0899
H -2.1306 10.9522 16.5188 0.0880
H -0.8106 11.6222 15.3741 0.0936
H -5.3495 13.4249 19.1921 0.0862
H -3.8409 13.1758 19.9551 0.0797
H -4.7120 11.7941 19.4116 0.0961
H -0.2792 12.5088 19.9957 0.0961
H -1.8563 11.8067 20.3039 0.0999
H -1.7075 13.5855 20.0694 0.0654
C 2.1982 19.1646 16.7500 -0.0977
O 1.1300 19.6968 17.5593 -0.2268
P 0.9766 19.3397 19.1877 0.5665
O 0.6756 17.8762 19.4868 -0.2453
O 2.3507 19.9545 19.8081 -0.2368
C 2.7100 21.3397 19.6865 -0.0928
O -0.1362 20.3956 19.6962 -0.2348
C -0.7099 20.3449 21.0058 -0.0693
H 1.8925 18.6610 15.8329 0.0849
H 2.9923 18.6197 17.2604 0.0710
H 2.7947 19.9707 16.3229 0.0797
H 2.1651 21.9050 18.9304 0.0890
H 3.7720 21.4424 19.4633 0.0882
H 2.5190 21.7901 20.6605 0.0880
H -0.4861 19.4505 21.5872 0.1046
H -1.7794 20.3887 20.8000 0.0707
H -0.4487 21.2477 21.5578 0.0893
C -3.7229 19.4154 15.6291 -0.0988
O -2.7366 19.2304 16.6505 -0.1970
P -3.2512 18.6745 18.1008 0.4324
O -2.2295 18.1033 18.9722 -0.1989
O -4.0840 19.9153 18.7200 -0.2141
C -4.6228 19.8399 20.0073 -0.1226
O -4.4482 17.7655 17.6903 -0.2148
C -4.8643 16.6817 18.5742 -0.0549
H -3.6239 20.4403 15.2716 0.0890
H -4.7028 19.3473 16.1016 0.0781
H -3.6151 18.7730 14.7550 0.0926
H -4.2273 18.9401 20.4786 0.0882
H -5.7111 19.8509 19.9467 0.0924
H -4.3964 20.7208 20.6079 0.0875
H -5.2508 15.8722 17.9550 0.0896
H -5.5906 16.9990 19.3225 0.0929
H -3.9863 16.2162 19.0220 0.0624
C 2.3110 12.1873 17.7862 -0.0921
O 2.8114 13.5145 17.8072 -0.2036
P 1.7846 14.7401 17.6694 0.4935
O 0.7256 14.7863 18.7169 -0.2203
O 2.8000 15.9805 17.6407 -0.2216
C 3.5338 16.2862 18.8235 -0.0952
O 1.1920 14.6866 16.1268 -0.2130
C 0.1955 15.6637 15.7151 -0.0908
H 2.6985 11.6232 16.9379 0.0906
H 1.2291 12.1493 17.6585 0.0695
H 2.6042 11.7124 18.7225 0.0983
H 4.3109 17.0299 18.6473 0.0874
H 3.9951 15.3683 19.1878 0.0889
H 2.8870 16.7427 19.5728 0.0768
H 0.6345 16.2158 14.8841 0.0815
H -0.1594 16.4154 16.4201 0.0859
H -0.7008 15.1975 15.3062 0.0737
```

Properties
Gap between HOMO and LUMO ... 6.314 eV
HOMO ... -5.91 eV



The following largest force on an atom values (in eV Å⁻¹) correspond, in order, to the records above: 5.19 3.82.
The following electronic energy values (in eV) correspond, in order, to the records above: -18023.0194 -89431.5037.